Entry a
Entry from OMol25: 2 unconnected molecules or ions with the total composition C2H6O (ωB97M-V/def2-TZVPD).

- SMILES string: [H][H].C=CO
- Frontier orbital gap: 9.93 eV

Atoms and positions in Å:
C (-0.866, -0.680, 0.260)
C (0.446, -0.476, 0.201)
O (1.277, -0.772, 1.238)
H (-1.331, -1.085, 1.153)
H (-0.633, 1.802, -0.993)
H (-1.490, -0.445, -0.594)
H (0.920, -0.060, -0.688)
H (-0.501, 2.229, -1.588)
H (2.177, -0.514, 1.012)

***

Entry b
Entry from OMol25: a single C2H6O molecule (ωB97M-V/def2-TZVPD).

- SMILES string: CCO
- Frontier orbital gap: 11.24 eV

Atoms and positions in Å:
C (0.883, -0.213, 0.063)
C (-0.467, 0.514, -0.016)
H (1.778, 0.340, -0.307)
H (0.786, -1.213, -0.568)
H (1.087, -0.520, 1.159)
H (-0.498, 1.251, 0.841)
H (-0.506, 1.205, -0.909)
H (-1.455, -1.117, -0.391)
O (-1.608, -0.246, 0.129)

***

Q: Which of them is the least stable? A: entry a.

***

Entry a
Entry from OMol25: a single C2H6O molecule (ωB97M-V/def2-TZVPD).

- SMILES string: CCO
- Frontier orbital gap: 11.35 eV

Atoms and positions in Å:
C (0.528, 0.612, 0.462)
C (-0.123, -0.693, -0.069)
O (-1.385, -0.329, -0.591)
H (0.420, 0.719, 1.545)
H (1.577, 0.732, 0.179)
H (-0.003, 1.484, 0.042)
H (-0.337, -1.486, 0.665)
H (0.479, -1.209, -0.841)
H (-1.165, 0.247, -1.332)

***

Entry b
Entry from OMol25: 2 unconnected molecules or ions with the total composition C2H6O (ωB97M-V/def2-TZVPD).

- Frontier orbital gap (spin up / spin down): 7.08 / 10.17 eV

Atoms and positions in Å:
C (-0.899, -0.573, -0.044)
C (0.397, 0.092, 0.311)
O (1.538, -0.494, 0.072)
H (-1.080, -0.486, -1.068)
H (-0.905, -1.598, 0.034)
H (-1.789, -0.144, 0.578)
H (0.560, 0.860, 1.204)
H (-0.049, 2.141, -0.990)
H (2.226, 0.202, -0.096)

***

Q: Which of them is the least stable? A: entry b.

***

Entry a
Entry from OMol25: a single C2H6O molecule (ωB97M-V/def2-TZVPD).

- SMILES string: CCO
- Frontier orbital gap: 11.25 eV

Atoms and positions in Å:
C (0.129, -0.349, -0.437)
O (-1.241, 0.083, -0.377)
C (1.055, 0.235, 0.700)
H (0.238, -1.500, -0.379)
H (0.588, -0.225, -1.428)
H (-1.337, 0.510, 0.479)
H (0.692, 1.217, 0.980)
H (0.859, -0.443, 1.541)
H (2.048, 0.182, 0.323)

***

Entry b
Entry from OMol25: 2 unconnected molecules or ions with the total composition C2H6O (ωB97M-V/def2-TZVPD).

- SMILES string: C=C.O
- Frontier orbital gap: 10.13 eV

Atoms and positions in Å:
C (-0.107, 1.299, -0.014)
C (0.159, 0.143, 0.579)
H (0.555, -0.930, -0.415)
H (-0.242, -2.181, -0.601)
H (0.583, 2.092, -0.133)
H (-1.104, 1.671, -0.263)
H (1.159, -0.273, 0.889)
H (-0.741, -0.560, 0.890)
O (-0.263, -1.261, -0.932)

***

Q: Which of them is the least stable? A: entry b.

***

Entry a
Entry from OMol25: a gas-phase ion, C5H9N3 (charge +2) (ωB97M-V/def2-TZVPD).

- Net charge: +2
- SMILES string: C#[N+]C1=[NH+]CCN1C
- Frontier orbital gap (spin up / spin down): 7.09 / 7.09 eV

Atoms and positions in Å:
C (2.956, -0.509, 0.172)
C (0.755, 0.559, 0.036)
C (-1.529, 0.151, 0.087)
C (-1.241, 1.631, -0.224)
C (-0.067, -1.834, 0.074)
N (2.042, 0.232, 0.143)
N (-0.221, -0.466, 0.136)
N (0.192, 1.745, -0.195)
H (3.958, -0.994, 0.290)
H (-1.887, -0.266, 1.044)
H (-2.214, -0.361, -0.710)
H (-1.646, 1.841, -1.268)
H (-1.675, 2.397, 0.460)
H (-0.204, -2.315, 1.052)
H (-0.895, -2.280, -0.395)
H (0.945, -2.144, -0.390)
H (0.733, 2.612, -0.310)

***

Entry b
Entry from OMol25: a gas-phase ion, C5H9N3 (charge +2) (ωB97M-V/def2-TZVPD).

- Net charge: +2
- SMILES string: C[NH+]=C=CN(C)C#[NH+]
- Frontier orbital gap: 9.89 eV

Atoms and positions in Å:
C (-0.207, -0.026, 0.916)
C (0.312, 0.905, 0.181)
C (-2.015, -0.603, -0.426)
C (-0.979, -2.325, 0.812)
C (2.429, 1.618, -0.798)
N (-1.197, -0.936, 0.460)
N (-2.740, -0.227, -1.236)
N (1.097, 1.763, -0.266)
H (0.267, 0.016, 1.912)
H (0.130, -2.488, 0.807)
H (-1.721, -2.918, 0.289)
H (-0.998, -2.400, 1.974)
H (2.668, 2.126, -1.725)
H (3.188, 1.776, -0.087)
H (2.617, 0.540, -1.011)
H (-3.530, 0.334, -1.602)
H (0.680, 2.847, -0.200)

***

Q: Which of them is the least stable? A: entry b.

***

Entry a
Entry from OMol25: 2 unconnected molecules or ions with the total composition C2H3NO2 (ωB97M-V/def2-TZVPD).

- Frontier orbital gap (spin up / spin down): 8.33 / 9.65 eV

Atoms and positions in Å:
C (0.213, -1.488, -0.141)
C (-0.286, 1.281, -0.069)
N (0.076, -0.770, 0.966)
O (-0.406, -2.007, -1.009)
O (1.370, -1.187, 0.429)
H (-0.530, 1.762, 0.822)
H (0.761, 1.337, -0.335)
H (-1.197, 1.073, -0.664)

***

Entry b
Entry from OMol25: a single C2H3NO2 molecule (ωB97M-V/def2-TZVPD).

- SMILES string: O=CCN=O
- Frontier orbital gap: 9.01 eV

Atoms and positions in Å:
C (-0.331, 0.444, 0.346)
C (-0.392, -0.844, -0.351)
N (0.860, 1.211, -0.068)
O (0.272, -1.836, -0.141)
O (1.856, 0.542, -0.088)
H (-1.184, 0.993, 0.227)
H (-0.042, 0.232, 1.318)
H (-1.040, -0.742, -1.243)

***

Q: Which of them is the least stable? A: entry a.

***

Entry a
Entry from OMol25: a single C2H3NO2 molecule (ωB97M-V/def2-TZVPD).

- SMILES string: CC(=O)N=O
- Frontier orbital gap (spin up / spin down): 8.54 / 8.54 eV

Atoms and positions in Å:
C (0.587, -0.481, 0.107)
C (-0.840, -0.003, 0.038)
N (1.356, 0.524, -0.360)
O (0.846, -1.679, 0.207)
O (1.929, 1.443, 0.143)
H (-1.087, 0.960, 0.442)
H (-1.170, 0.043, -0.915)
H (-1.622, -0.807, 0.337)

***

Entry b
Entry from OMol25: a single C2H3NO2 molecule (ωB97M-V/def2-TZVPD).

- Frontier orbital gap (spin up / spin down): 8.72 / 8.43 eV

Atoms and positions in Å:
C (-1.541, 0.409, -0.880)
C (0.196, -0.721, 0.310)
N (-0.424, 1.205, -0.702)
O (-2.393, 0.313, -1.697)
O (0.454, 0.738, 0.216)
H (0.209, -1.243, 1.264)
H (0.909, -1.175, -0.317)
H (-0.600, 2.276, -0.746)

***

Entry c
Entry from OMol25: a single C2H3NO2 molecule (ωB97M-V/def2-TZVPD).

- Frontier orbital gap: 8.73 eV

Atoms and positions in Å:
C (0.166, -0.174, 0.267)
C (0.585, 0.562, -0.818)
N (0.134, -0.832, 1.312)
O (-1.812, -0.552, 0.563)
O (-1.118, -1.146, 1.665)
H (1.210, -0.212, -1.507)
H (-0.412, 0.954, -1.097)
H (1.247, 1.400, -0.384)

***

Q: Which of them is the least stable? A: entry c.

***

Entry a
Entry from OMol25: a single C2H3NO2 molecule (ωB97M-V/def2-TZVPD).

- SMILES string: Cc1noo1
- Frontier orbital gap: 9.49 eV

Atoms and positions in Å:
C (-0.099, 0.371, -0.197)
C (0.074, -0.901, 0.468)
N (-0.388, 0.726, -1.407)
O (0.302, 1.535, 0.332)
O (-0.104, 2.089, -1.134)
H (-0.908, -1.325, 0.632)
H (0.557, -1.838, -0.144)
H (0.567, -0.657, 1.450)

***

Entry b
Entry from OMol25: a single C2H3NO2 molecule (ωB97M-V/def2-TZVPD).

- Frontier orbital gap (spin up / spin down): 8.97 / 8.11 eV

Atoms and positions in Å:
C (-0.678, -0.710, -0.063)
C (0.013, 0.427, 0.001)
N (-2.006, -0.999, -0.221)
O (-3.135, 0.957, 0.346)
O (-3.033, -0.328, -0.123)
H (-0.089, -1.697, -0.214)
H (-0.631, 1.366, 0.165)
H (1.092, 0.330, 0.059)

***

Entry c
Entry from OMol25: a single C2H3NO2 molecule (ωB97M-V/def2-TZVPD).

- SMILES string: CN1OC1=O
- Frontier orbital gap: 11.44 eV

Atoms and positions in Å:
C (1.589, -1.516, 1.436)
C (0.105, -0.044, 0.080)
N (1.481, -0.375, 0.712)
O (1.357, -2.005, 2.474)
O (2.109, -1.683, 0.284)
H (-0.432, 0.285, 1.066)
H (0.288, 0.869, -0.657)
H (-0.353, -0.988, -0.404)

***

Q: Which of them is the least stable? A: entry b.

***

Entry a
Entry from OMol25: a single C2H3NO2 molecule (ωB97M-V/def2-TZVPD).

- SMILES string: C1=NOCO1
- Frontier orbital gap: 10.03 eV

Atoms and positions in Å:
C (-0.449, -0.799, -0.249)
C (0.546, 1.071, 0.147)
H (-1.443, -0.991, 0.407)
H (-0.866, -1.235, -1.242)
H (0.766, 2.245, 0.468)
N (1.307, 0.150, 0.698)
O (-0.571, 0.640, -0.341)
O (0.710, -1.081, 0.111)

***

Entry b
Entry from OMol25: a single C2H3NO2 molecule (ωB97M-V/def2-TZVPD).

- SMILES string: C=NOC=O
- Frontier orbital gap: 11.70 eV

Atoms and positions in Å:
C (0.440, -0.618, 1.498)
C (-0.415, 0.655, -1.540)
H (1.242, -1.007, 2.148)
H (-0.578, -0.579, 1.897)
H (-1.425, 0.984, -1.824)
N (0.695, -0.321, 0.284)
O (-0.539, 0.094, -0.299)
O (0.579, 0.793, -2.165)

***

Q: Which of them is the least stable? A: entry a.